Record 1
Entry from the OMol25 dataset: C31H25AsBrF6N5O2Y as an isolated structure (ωB97M-V with the def2-TZVPD basis set).

Geometry (Å):
1 Y -0.01269 1.01138 -0.61890
2 O -2.67240 -2.02044 1.00258
3 C -2.75707 -1.84484 2.34954
4 C -3.65622 -2.62390 3.06634
5 C -3.75648 -2.47567 4.43821
6 C -2.97642 -1.54279 5.11515
7 C -2.08226 -0.76761 4.39890
8 C -1.95648 -0.91466 3.01937
9 C -0.90808 -0.12294 2.27987
10 O -1.20066 0.22569 1.00714
11 N 0.31702 -1.02092 2.23277
12 N 0.95506 -1.15285 1.12735
13 C 1.85656 -2.12627 1.03773
14 C 2.49140 -2.44946 -0.16236
15 Br 1.92238 -1.51122 -1.69116
16 C 3.41661 -3.48281 -0.19374
17 C 4.22696 -4.05313 -1.20816
18 C 4.45618 -3.51311 -2.49804
19 C 5.26296 -4.17866 -3.38990
20 C 5.85511 -5.39121 -3.03390
21 C 5.66162 -5.93372 -1.76715
22 C 4.87049 -5.26776 -0.86054
23 H -2.22658 -1.23110 0.64953
24 H -4.26783 -3.33447 2.52694
25 H -4.46064 -3.08628 4.98721
26 H -3.07199 -1.41839 6.18419
27 H -1.47678 -0.02928 4.91436
28 H -0.60580 0.73613 2.89810
29 H 0.47404 -1.67144 3.00369
30 H 2.08944 -2.73675 1.90896
31 H 3.51810 -3.97171 0.77216
32 H 4.03261 -2.56642 -2.78593
33 H 5.44167 -3.75593 -4.36863
34 H 6.48217 -5.90919 -3.74772
35 H 6.13489 -6.86691 -1.49683
36 H 4.72071 -5.67950 0.12948
37 C 2.27712 4.02490 2.13158
38 C 1.44856 5.13302 2.17783
39 C 0.17237 5.04320 1.64379
40 C -0.24201 3.85047 1.07507
41 N 0.57592 2.78392 0.99809
42 C 1.80070 2.87905 1.52346
43 C -1.60141 3.69056 0.49142
44 C -2.65396 4.51497 0.85891
45 C -3.89731 4.30384 0.28999
46 C -4.05479 3.28317 -0.62969
47 C -2.95850 2.49584 -0.94949
48 N -1.76032 2.69438 -0.38839
49 C -3.05387 1.36885 -1.91556
50 C -4.11292 1.23962 -2.79872
51 C -4.15410 0.15115 -3.65748
52 C -3.13188 -0.78104 -3.61430
53 C -2.09601 -0.56811 -2.72467
54 N -2.04239 0.48140 -1.90046
55 H 3.27949 4.04814 2.53311
56 H 1.79246 6.06055 2.61485
57 H -0.47929 5.90394 1.65043
58 H 2.43685 2.00634 1.43010
59 H -2.51699 5.29166 1.59576
60 H -4.73921 4.92184 0.57041
61 H -5.02259 3.09050 -1.06633
62 H -4.89669 1.98083 -2.83392
63 H -4.97520 0.03951 -4.35249
64 H -3.12490 -1.64833 -4.25784
65 H -1.26706 -1.26631 -2.67830
66 F 2.25469 1.57968 -1.16917
67 As 1.91887 2.31036 -2.81962
68 F 0.57073 3.06825 -1.94574
69 F 2.94048 3.59788 -2.44267
70 F 1.34886 2.88619 -4.29668
71 F 3.11759 1.30254 -3.46418
72 F 0.74913 0.91538 -2.90569

Calculated values
total energy = -192321.483 eV
charge = +2
expectation value of S² = 0.814
gap between HOMO and LUMO (alpha / beta) = 6.57 / 4.78 eV
2S+1 = 2
LUMO (alpha / beta) = -6.39 / -8.17 eV
max |F| = 0.7 eV Å⁻¹

Results of the Löwdin charge analysis, in e, for atoms 1 through 2: 1.54, 0.06


Record 2
Entry from the OMol25 dataset: C31H25BrNNiOPS as an isolated structure (ωB97M-V with the def2-TZVPD basis set).

Geometry (Å):
1 Ni -1.27392 -0.04675 0.10072
2 O -3.92294 1.16864 0.95499
3 N -2.58895 1.46358 0.82586
4 C -2.42049 2.72408 0.87594
5 C -1.16579 3.49520 0.75167
6 C -1.34005 4.87249 0.89759
7 C -0.27885 5.75243 0.76083
8 C 0.97749 5.25442 0.45518
9 C 1.15854 3.88778 0.30993
10 C 0.10900 2.99182 0.46970
11 P 0.42288 1.19387 0.39767
12 C 1.00799 0.84714 2.08546
13 C 0.36343 -0.14531 2.81664
14 C 0.75134 -0.41414 4.12292
15 C 1.78539 0.30333 4.70007
16 C 2.43627 1.29349 3.97362
17 C 2.04856 1.56582 2.67426
18 C 1.86743 1.10801 -0.69250
19 C 3.07872 0.53541 -0.33412
20 C 4.07799 0.37446 -1.28452
21 C 3.86373 0.76795 -2.59437
22 C 2.65023 1.34009 -2.95957
23 C 1.65836 1.51043 -2.01221
24 H -3.98732 0.19230 0.80718
25 H -3.32149 3.31975 1.00406
26 H -2.32977 5.25298 1.11372
27 H -0.43849 6.81546 0.87710
28 H 1.81670 5.92412 0.32557
29 H 2.14092 3.51495 0.04965
30 H -0.44173 -0.71922 2.36965
31 H 0.24222 -1.18802 4.68127
32 H 2.09044 0.09469 5.71735
33 H 3.24527 1.85432 4.42283
34 H 2.56099 2.34124 2.11953
35 H 3.24563 0.20076 0.68153
36 H 5.01994 -0.07606 -0.99978
37 H 4.63742 0.62618 -3.33698
38 H 2.47718 1.63800 -3.98503
39 H 0.70268 1.93370 -2.30036
40 S -2.85683 -1.48018 0.47575
41 C -3.00250 -3.17866 -0.03004
42 C -4.13960 -3.86781 0.38389
43 C -4.32547 -5.19598 0.04847
44 C -3.37977 -5.87007 -0.70943
45 C -2.24362 -5.18985 -1.12643
46 C -2.05547 -3.85940 -0.79346
47 H -4.87965 -3.34476 0.97633
48 H -5.21811 -5.70895 0.38265
49 H -3.52749 -6.90898 -0.97203
50 H -1.49516 -5.69730 -1.72182
51 H -1.16883 -3.34116 -1.12878
52 Br 1.91855 -3.09475 -4.68658
53 C 1.00019 -2.27987 -3.24145
54 C 1.45677 -2.48303 -1.94984
55 C 0.79766 -1.86006 -0.89942
56 C -0.30856 -1.04300 -1.12083
57 C -0.76214 -0.88222 -2.43168
58 C -0.10741 -1.49259 -3.49737
59 H 2.31734 -3.11173 -1.76613
60 H 1.15849 -2.02771 0.11267
61 H -1.64388 -0.28850 -2.63678
62 H -0.46144 -1.36283 -4.51078

Calculated values
total energy = -167299.156 eV
gap between HOMO and LUMO = 6.89 eV
LUMO = -0.38 eV
max |F| = 1.0 eV Å⁻¹

Results of the natural (NBO) charge analysis, in e, for atoms 1 through 2: 0.56, -0.56


Record 3
Entry from the OMol25 dataset: C31H25O4P2S3SeTc as an isolated structure (ωB97M-V with the def2-TZVPD basis set).

Geometry (Å):
1 Tc 1.36620 1.61060 0.34094
2 S 2.09759 -0.65072 2.13551
3 P 1.51485 -1.27095 0.34817
4 C 0.42634 -0.06340 -0.27357
5 P -1.10527 0.24335 0.45467
6 S -0.73705 1.83583 1.61757
7 C -1.87725 -1.12861 1.37710
8 C -1.72077 -1.22633 2.75378
9 C -2.24696 -2.31631 3.43243
10 C -2.92106 -3.31158 2.74103
11 C -3.06966 -3.22196 1.36306
12 C -2.55184 -2.13210 0.68328
13 C -2.34384 0.63637 -0.80349
14 C -3.61281 1.05545 -0.41707
15 C -4.55910 1.36886 -1.37932
16 C -4.23684 1.26854 -2.72718
17 C -2.96793 0.86013 -3.11174
18 C -2.01774 0.54529 -2.15060
19 C 2.88763 -1.45001 -0.81371
20 C 2.70489 -1.15283 -2.15870
21 C 3.75549 -1.30646 -3.05019
22 C 4.98785 -1.75304 -2.59699
23 C 5.17290 -2.03715 -1.25093
24 C 4.12608 -1.88283 -0.35634
25 C 0.75897 -2.92575 0.35124
26 C 0.27005 -3.46537 -0.83562
27 C -0.31586 -4.72090 -0.83422
28 C -0.41225 -5.44186 0.34925
29 C 0.07420 -4.90490 1.53117
30 C 0.65723 -3.64469 1.53451
31 H -1.17627 -0.45282 3.28174
32 H -2.12349 -2.38822 4.50596
33 H -3.32597 -4.16368 3.27345
34 H -3.58388 -4.00340 0.81758
35 H -2.67096 -2.05805 -0.39158
36 H -3.85185 1.14346 0.63654
37 H -5.54653 1.69692 -1.07968
38 H -4.97570 1.51962 -3.47807
39 H -2.71116 0.79860 -4.16180
40 H -1.01188 0.25011 -2.42655
41 H 1.75126 -0.76197 -2.49246
42 H 3.61781 -1.05488 -4.09448
43 H 5.81308 -1.85838 -3.29043
44 H 6.14343 -2.35559 -0.89220
45 H 4.27383 -2.05188 0.70308
46 H 0.35079 -2.90154 -1.75838
47 H -0.69577 -5.14020 -1.75810
48 H -0.87029 -6.42371 0.34785
49 H -0.00794 -5.46154 2.45663
50 H 1.03051 -3.20233 2.45040
51 O 4.82728 1.67913 1.70734
52 S 3.91624 2.35937 0.83385
53 O 4.41382 3.55872 0.21114
54 O 3.33208 1.39290 -0.20743
55 O 2.57906 2.68756 1.55729
56 Se 0.70451 3.15635 -1.40172
57 C 0.10224 4.63408 -0.32012
58 C -1.25136 4.93596 -0.23297
59 C -1.67543 6.00672 0.54035
60 C -0.75018 6.77656 1.22995
61 C 0.60229 6.47297 1.13999
62 C 1.03459 5.40800 0.36322
63 H -1.97058 4.31522 -0.75459
64 H -2.73291 6.23240 0.61156
65 H -1.08139 7.60921 1.83866
66 H 1.33006 7.06543 1.68045
67 H 2.08663 5.16222 0.29950

Calculated values
total energy = -159375.534 eV
charge = -1
expectation value of S² = 0.776
gap between HOMO and LUMO (alpha / beta) = 6.47 / 7.16 eV
2S+1 = 2
LUMO (alpha / beta) = 1.75 / 2.22 eV
max |F| = 0.6 eV Å⁻¹
energy relative to the best compared isomer or geometry (same formula, charge and spin) = 0.000 eV

Results of the natural (NBO) charge analysis, in e, for atoms 1 through 2: 0.67, -0.53